# 1
The following is a DFT calculation (wB97M-V/def2-TZVPD) of a cluster of 11 separate species, C49H58N8O3 in total in a non-equilibrium geometry.

* relative energy (zero: lowest compared OMol25 entry of this formula, charge and spin): 2.375 eV
* F_max: 4.91 eV Å⁻¹
* orbital gap: 9.74 eV
* SMILES: c1ccncc1.c1ccncc1.c1ccncc1.c1ccncc1.c1ccncc1.c1ccncc1.c1ccncc1.c1ccncc1.CC(C)=O.CC(C)=O.CC(C)=O

Geometry as ORCA input:
```
! RIJCOSX wB97M-V def2-TZVPD def2/J DEFGRID3
* xyz 0 1
O 0.9197 -6.8046 -1.9923
O -1.5244 1.2243 8.7913
O -1.7267 1.9460 0.1743
N -4.0593 -2.8282 -6.5431
N -4.1945 7.7101 -6.6559
N 5.9917 -3.7786 5.7232
N 3.6420 1.5597 -11.1708
N -5.6516 -5.4785 2.5477
N 6.5394 -1.1817 -2.6195
N -9.6926 2.6966 6.9375
N 6.0457 4.2681 3.9796
C -6.0450 -3.4165 -4.6814
C -7.4965 3.3903 5.2870
C -5.6565 6.4537 -5.1557
C 6.6028 5.2888 3.3098
C -4.4450 6.6532 -5.8277
C -7.7110 2.0964 5.8228
C -1.4473 3.6559 8.3793
C -4.3584 -5.2307 2.3944
C 8.2660 0.2189 -1.7239
C -5.5532 -2.1268 -4.7444
C 9.2006 -0.1421 -2.6901
C 4.5303 1.5480 -10.1363
C 6.9056 3.5158 4.7780
C 6.9469 -0.2785 -1.7437
C -6.6717 7.3147 -5.4456
C -3.5843 -4.8077 3.4663
C -8.7903 1.7605 6.6275
C 8.2933 3.7257 4.7985
C -2.0153 2.3886 8.9984
C -8.4895 4.3641 5.5744
C 2.1477 -8.1982 -3.4807
C 0.7952 -6.0515 -4.2234
C 2.3213 1.3632 -10.8563
C -5.5619 -4.3781 -5.5268
C 8.8204 4.7097 3.9842
C 6.9596 -4.8272 3.2547
C -5.5426 -4.9741 4.8784
C -4.1383 -4.6179 4.7550
C -0.5204 -0.1075 -0.3837
C 1.9114 1.1170 -9.5685
C 7.8323 -4.4766 4.3281
C -6.4597 8.3874 -6.3127
C -4.5472 -1.8628 -5.6920
C -6.2328 -5.3400 3.7513
C 7.9611 5.5233 3.2412
C 8.7126 -1.1022 -3.6008
C -4.6116 -4.0387 -6.4523
C 2.8345 1.0467 -8.4951
C -0.9877 1.0235 0.5162
C 5.1769 -4.1081 4.6991
C 5.5868 -4.7049 3.5048
C 7.3160 -3.9971 5.5654
C -5.2322 8.5414 -6.8873
C 7.4407 -1.6680 -3.4795
C 4.1694 1.2602 -8.8131
C -0.3821 0.8812 1.8909
C -9.5106 4.0075 6.5143
C -3.2227 2.5840 9.8779
C 1.2574 -7.0147 -3.1359
H -3.6489 5.9564 -5.6106
H -5.1335 9.4371 -7.4826
H 4.9450 1.3094 -8.0631
H 9.8738 4.9434 4.0296
H -1.0918 1.3581 2.5669
H -2.5139 -4.6655 3.4459
H -7.6255 7.3474 -4.9399
H -4.2417 -4.7640 -7.1619
H 3.0037 -7.7591 -3.9930
H 7.9486 -3.6884 6.3844
H 5.8753 5.7955 2.6931
H -7.2275 9.1432 -6.3877
H 8.3164 6.3529 2.6481
H -2.9871 2.6137 10.9417
H -3.5029 -4.2541 5.5488
H -7.3043 -5.4703 3.7893
H 0.1253 -5.2909 -3.8225
H 4.8249 -4.9328 2.7741
H 8.9113 -4.4602 4.2851
H 1.5774 -8.8247 -4.1666
H 10.1918 0.2852 -2.7272
H 7.3011 -5.2424 2.3179
H 7.0783 -2.4205 -4.1642
H -6.1829 -4.7798 5.7262
H 0.4853 -0.4065 -0.0884
H -6.9033 -3.6142 -4.0564
H 0.5400 1.4474 2.0224
H 8.6314 0.9017 -0.9712
H -1.0977 4.3360 9.1560
H -6.9690 1.3469 5.5900
H 0.8651 0.9009 -9.4108
H 2.4311 0.6771 -7.5639
H 2.4057 -8.7385 -2.5699
H -1.2568 -0.8966 -0.2321
H 1.5812 1.3413 -11.6426
H -4.1308 -0.8744 -5.8191
H 5.4777 2.0180 -10.3549
H -3.9198 -5.2377 1.4075
H -5.7880 5.6055 -4.5003
H 9.3928 -1.5046 -4.3369
H -3.7553 3.4811 9.5622
H -0.2956 -0.1712 2.1611
H -0.5264 3.4831 7.8223
H 0.4002 -6.5519 -5.1075
H 6.2777 0.0231 -0.9515
H -0.5993 0.0651 -1.4571
H -10.3058 4.7120 6.7084
H -5.8385 -5.4025 -5.3258
H -8.3117 5.3044 5.0739
H 1.5934 -5.4199 -4.6133
H 4.1281 -4.0510 4.9501
H 6.5526 2.6270 5.2799
H -2.1342 4.1821 7.7165
H -3.8953 1.7352 9.7539
H -6.7201 3.5892 4.5631
H -5.9041 -1.3872 -4.0399
H 8.9421 3.0534 5.3402
H -8.9305 0.7528 6.9898
*
```

# 2
The following is a DFT calculation (wB97M-V/def2-TZVPD) of a structure of composition C49H59Cl5F3MnNP2Si.

* relative energy (zero: lowest compared OMol25 entry of this formula, charge and spin): 2.362 eV
* F_max: 0.55 eV Å⁻¹
* orbital gap (alpha / beta): 7.03 / 7.24 eV
* ⟨S²⟩: 6.17

Geometry as ORCA input:
```
! RIJCOSX wB97M-V def2-TZVPD def2/J DEFGRID3
* xyz 1 5
Mn -0.2514 -0.1402 1.0436
Cl -4.5495 4.9006 1.7913
Cl -2.8585 4.3494 -0.7917
Cl -2.4728 0.5184 4.1048
Cl -4.3340 2.9606 4.2078
Cl -1.0373 1.8087 -0.8986
P 1.3703 0.2854 -2.6850
P 1.5268 1.3118 1.8856
Si -0.5555 -1.7888 -0.8014
F -0.8718 -5.5145 5.8093
F -2.7977 -4.5536 6.0364
F -2.4868 -5.9885 4.4477
N -0.7637 -1.8244 2.5179
C 3.7292 1.6582 5.1338
C 3.5195 -2.5471 0.6451
C 4.3253 -1.6948 1.3953
C 1.5543 5.0467 0.1350
C 3.8168 -0.4843 1.8349
C 2.4998 -0.1531 1.5200
C 3.0269 5.4607 0.3274
C 2.8406 1.5015 6.3681
C -0.2641 3.6313 -4.3753
C -0.6973 -2.0220 -5.4288
C 5.9006 -0.8847 -3.3976
C -2.4351 -3.2712 3.4132
C 0.2708 -0.9524 -3.4824
C -0.0777 2.1213 -4.2078
C -2.0315 -2.2429 2.5865
C 2.0734 4.2105 -3.8857
C -0.8026 -3.5673 -0.2627
C -1.4808 -3.8800 4.2133
C -2.6250 1.5064 2.6775
C 1.3810 1.6840 -3.9033
C -0.1661 -3.4574 4.1523
C -1.9020 1.1943 1.5301
C 3.5523 -0.7004 -4.2921
C 3.0097 -0.5763 -2.8682
C 2.3376 2.7801 -3.3714
C 0.9913 4.2674 -4.9558
C -3.4538 2.6294 2.7699
C 1.9740 2.6728 0.7449
C 3.0300 2.4479 4.0297
C 1.4074 1.0559 6.0003
C 3.8401 4.3825 1.0520
C 1.3084 0.6296 4.5391
C -3.5535 3.5082 1.6913
C 1.1589 3.9289 1.0930
C -1.3938 -2.9083 -4.6210
C 1.6517 -1.0058 0.7928
C 4.8542 -1.5000 -4.3206
C -2.8171 3.2609 0.5361
C -1.9061 -4.9966 5.1393
C 4.0647 0.0284 -1.9331
C -0.4350 -1.8492 -2.6519
C 5.3634 -0.7739 -1.9748
C 3.4786 2.9881 0.5488
C 0.1490 -2.4278 3.2806
C 2.2029 -2.2150 0.3549
C 0.1316 -1.0665 -4.8635
C 1.6670 1.8143 3.6323
C -2.0321 2.1196 0.5007
C -1.2429 -2.8365 -3.2486
H -0.3862 -3.7253 0.7322
H 2.8115 -1.1691 -4.9440
H 6.1673 0.1120 -3.7657
H -2.7397 -1.7205 1.9544
H 0.3002 0.2792 4.3090
H 2.8055 2.4504 6.9067
H 0.5998 -3.9157 4.7597
H 3.3482 2.4811 -3.6580
H -0.3790 1.6333 -5.1361
H 1.7209 4.8327 -3.0572
H 2.8566 3.4698 4.3766
H 6.8166 -1.4780 -3.4127
H 1.9926 -0.2031 4.3484
H 0.6835 -0.4030 -5.5162
H 5.3442 -1.9763 1.6242
H 3.6952 2.5356 3.1680
H 0.0902 3.7121 1.0205
H 3.9212 -3.4879 0.2907
H 0.8730 2.5591 3.7514
H 5.1740 -1.7799 -1.5852
H 0.6998 1.8729 6.1639
H 3.7481 0.2998 -4.6953
H 3.6774 0.0762 -0.9121
H 1.8153 1.3281 -4.8405
H -1.8772 -3.7651 -0.1848
H 4.6602 2.1592 5.4032
H 1.0799 0.2406 6.6465
H 4.9077 4.5604 0.9142
H 3.0849 6.3916 0.8934
H 3.0059 4.6608 -4.2289
H 4.6524 -2.5293 -4.0032
H 1.3480 4.2405 2.1249
H 1.6312 -2.9465 -0.2112
H 0.8088 5.3042 -5.2415
H -1.7813 -3.5480 -2.6379
H -0.7739 1.7468 -3.4545
H 2.3373 2.7863 -2.2754
H 4.2759 1.0579 -2.2384
H 1.3940 4.6817 -0.8845
H 5.2303 -1.5577 -5.3438
H 3.2980 0.7832 7.0495
H 2.7951 -1.5903 -2.5004
H -1.1388 3.8155 -5.0007
H 1.5812 2.2905 -0.2030
H 1.1682 -2.0773 3.1826
H 3.6602 4.4461 2.1279
H -2.0415 -3.6557 -5.0578
H 3.6981 2.9380 -0.5216
H -0.4708 4.0965 -3.4053
H 4.4324 0.1907 2.4172
H 6.1046 -0.3176 -1.3140
H -0.3773 -4.2929 -0.9555
H 4.1127 2.2248 1.0083
H -3.4704 -3.5804 3.4391
H -0.7913 -2.0818 -6.5050
H 0.8931 5.9047 0.2586
H 4.0170 0.6732 4.7543
H 3.4772 5.6662 -0.6463
H 1.3005 3.7395 -5.8637
*
```

> What is the relative energy (zero: lowest compared OMol25 entry of this formula, charge and spin) in the first record?

2.375 eV

> Among the records above, which one has the highest relative energy (zero: lowest compared OMol25 entry of this formula, charge and spin)?

C49H58N8O3